# 1
This record from the Open Molecules 2025 dataset describes a molecular structure, C32H60Br2N8NiO18. The level of theory is the ωB97M-V functional and the def2-TZVPD basis.

CARTESIAN COORDINATES (ANGSTROEM)
C  11.439620  9.886230  21.111140
C  10.092970  9.161270  20.713860
C  9.791370  8.012470  21.727910
C  9.332030  8.681410  23.062010
C  8.037210  9.536220  22.938330
C  8.190640  10.650000  21.917310
N  8.822650  10.127990  20.621440
O  8.893270  11.043610  19.624080
C  9.017650  11.829660  22.588130
C  6.851600  11.182790  21.435100
C  10.269840  8.604890  19.320730
H  12.233740  9.147640  21.001800
H  11.468310  10.317000  22.112000
H  11.697400  10.683280  20.413740
H  10.653220  7.364310  21.886660
H  9.038450  7.355500  21.292460
H  10.161120  9.259250  23.470430
H  9.115490  7.984960  23.872050
H  7.610020  9.971300  23.841830
H  7.222360  8.923340  22.552950
H  9.920230  11.520370  23.115190
H  8.452110  12.297250  23.394120
H  9.262100  12.640080  21.901420
H  6.377020  10.525700  20.706330
H  6.871850  12.185350  21.007810
H  6.159900  11.315680  22.266960
H  9.334010  8.218000  18.917450
H  10.978010  7.787680  19.183700
H  10.606930  9.338570  18.588480
C  8.290250  17.071040  19.055500
C  8.351110  18.396570  19.860550
C  8.394400  17.924460  21.373040
C  8.679060  18.997780  22.323230
C  10.095640  19.634410  21.994390
C  10.214650  20.182870  20.552980
N  9.656360  19.134350  19.609750
O  10.134340  18.975230  18.302570
C  11.697810  20.465200  20.345120
C  9.358880  21.418780  20.475990
C  7.091890  19.257700  19.493250
H  7.455310  16.448640  19.377370
H  9.208010  16.492800  19.162450
H  8.140270  17.137090  17.977890
H  9.083600  17.103360  21.570280
H  7.441900  17.474500  21.652990
H  8.744280  18.603010  23.337140
H  7.906670  19.749440  22.486050
H  10.893140  18.917980  22.191430
H  10.205500  20.438160  22.722410
H  12.046660  21.233690  21.034920
H  11.866600  20.861420  19.343810
H  12.318690  19.569310  20.345610
H  9.090530  21.709400  19.460290
H  9.803840  22.279140  20.975890
H  8.398590  21.247980  20.962570
H  7.184950  19.561410  18.450570
H  6.820380  20.158710  20.043300
H  6.200220  18.634270  19.559270
Ni  13.853900  11.933520  24.321880
C  12.147990  14.825930  21.712730
C  12.903120  14.083790  22.526440
C  14.219260  14.580600  23.083900
O  14.962970  13.763610  23.746350
C  14.743980  15.788910  22.730190
C  14.005570  16.681570  21.827110
C  12.549060  16.167610  21.291340
O  11.827190  16.914490  20.637540
O  14.444680  17.807970  21.476740
O  12.421510  12.916860  22.895170
H  11.297810  14.315810  21.284500
H  15.751510  16.072790  22.996080
C  15.771090  16.903910  25.780550
N  17.147650  16.712050  25.247580
O  17.532010  17.479220  24.406660
O  17.770960  15.748050  25.665080
H  15.064050  16.215570  25.317520
H  15.452750  17.939860  25.664140
H  15.773790  16.672200  26.845630
C  11.853190  14.409140  18.234750
N  11.845380  13.002380  17.700720
O  12.624140  12.769300  16.781360
O  11.124880  12.199000  18.228920
H  10.996470  14.422390  18.908520
H  11.692300  15.111290  17.416700
H  12.822030  14.616980  18.688900
C  14.187760  20.078410  24.130610
N  13.262580  19.590290  25.266530
O  13.549460  19.911990  26.430160
O  12.367610  18.826740  24.961680
H  14.808820  20.907170  24.470520
H  13.475830  20.330890  23.344800
H  14.824130  19.246730  23.828220
C  13.766790  18.246400  18.226760
N  13.078080  18.280740  16.874730
O  12.811180  19.371310  16.410000
O  12.948700  17.161780  16.309560
H  13.517410  17.370520  18.825710
H  13.556140  19.181150  18.746360
H  14.837190  18.269630  18.022300
C  9.823530  15.159500  24.441440
N  8.359200  15.471610  24.223880
O  7.794550  16.069100  25.107200
O  7.728040  15.124790  23.194610
H  10.081750  15.289700  25.492370
H  10.305280  15.866160  23.765680
H  9.981240  14.153970  24.051400
C  17.431340  18.864540  21.604640
N  18.459170  19.932910  21.473990
O  18.403470  20.857770  22.263180
O  19.268170  19.827210  20.534450
H  16.566060  19.173090  22.191300
H  17.929950  17.997860  22.038650
H  17.114260  18.604930  20.594610
Br  17.680640  17.405890  18.242130
C  16.709500  15.974800  19.148470
C  17.567740  15.480860  20.273630
Br  19.250760  14.848970  19.622510
H  16.527590  15.123220  18.492860
H  15.706370  16.259870  19.465580
H  17.043890  14.691510  20.812700
H  17.786610  16.280570  20.981210

Cartesian forces, eV/Å:
-0.9 0.8 -0.2
0.7 -1.8 -0.5
-1.2 1.5 0.5
-0.7 -0.3 0.6
0.3 -0.8 -1.5
-0.9 1.2 0.1
4.6 7.0 -3.2
-1.1 -6.3 5.7
0.5 -0.2 -0.5
-1.0 0.7 0.2
-0.3 0.0 -1.5
-0.3 -0.3 0.1
-0.1 -0.2 -0.1
-0.3 0.1 -0.1
0.3 0.4 -0.1
-0.3 0.1 0.1
0.0 0.3 -0.1
0.1 -0.5 -0.3
0.6 0.0 0.2
0.0 -0.5 0.1
0.1 -0.3 -0.5
-0.8 -0.3 -0.3
0.0 -0.2 -0.2
0.0 -0.1 0.1
0.5 -0.1 -0.2
0.1 -0.4 0.2
-0.2 -0.1 0.2
0.1 0.0 0.8
0.0 0.4 0.2
0.4 0.1 -0.8
-0.2 -1.7 1.2
-1.1 -0.3 -0.6
2.0 1.5 1.2
-1.9 -0.8 0.8
1.4 -0.8 1.4
1.3 -0.4 -8.4
-2.4 1.2 8.9
0.0 0.0 -1.9
-1.7 0.7 -0.7
0.2 0.3 -0.4
0.0 0.3 0.5
0.1 0.1 0.3
0.0 0.7 0.0
0.4 0.0 -0.7
-0.3 0.0 -0.6
0.2 -0.3 0.1
-0.1 0.2 -0.7
-0.1 -0.2 -0.1
0.4 0.3 -0.4
-0.2 -0.3 0.2
-0.1 0.3 -0.1
-0.2 -0.1 0.7
0.4 0.1 -0.1
0.4 -0.3 0.0
0.1 0.0 0.1
0.0 -0.1 -0.1
0.7 -0.2 0.4
0.3 -0.4 0.1
-0.3 1.5 -1.2
0.3 2.1 -1.7
-0.7 -2.8 2.2
0.9 -4.1 1.1
-2.0 0.7 -0.5
0.2 2.5 -1.5
-0.3 2.3 -1.1
-0.2 0.2 0.4
1.0 -0.4 0.5
-1.2 -3.2 1.0
2.3 0.7 0.8
-0.3 0.4 0.0
0.1 0.0 0.2
-0.5 0.3 1.0
-0.1 -1.6 0.8
0.2 0.7 -0.8
-0.5 0.7 -0.2
0.4 0.0 -0.2
0.2 -0.2 -0.2
0.2 0.0 -0.1
-0.8 -0.2 -0.2
2.1 1.0 -1.5
-0.9 0.1 1.0
-0.7 -0.7 0.6
0.4 0.3 0.2
0.2 -0.2 -0.1
-0.2 -0.2 0.0
-0.9 0.0 0.6
1.7 0.3 1.6
-0.6 -0.4 -2.2
0.0 0.2 -0.2
-0.3 -0.1 0.1
0.4 0.1 -0.1
-0.2 -0.1 0.1
0.2 0.7 -0.2
0.5 -1.7 -0.4
-0.1 -1.1 0.3
-0.1 2.5 1.1
-0.3 0.1 -0.5
-0.2 -0.2 -0.2
0.0 -0.2 -0.2
-0.7 -0.1 -1.1
-2.2 -0.2 -0.3
0.6 0.2 0.2
2.2 0.1 1.0
-0.2 0.1 -0.3
0.4 0.0 0.3
0.1 0.1 0.2
-0.1 -0.5 -0.5
0.7 0.6 -1.2
0.2 -0.4 -0.3
-1.4 0.0 1.8
0.5 0.2 0.1
0.0 0.2 0.2
0.1 0.1 0.1
-0.9 -0.1 -0.2
0.1 -0.6 -0.4
-0.3 0.4 0.7
0.2 -0.5 0.2
0.3 0.3 -0.5
0.2 0.6 0.2
0.2 -0.3 -0.1
0.0 -0.2 -0.1

Output
multiplicity	3
electronic energy	-264017.8989	eV
net charge	+2

Results of the Löwdin charge analysis, in e, for atoms 1 through 6: 0.02 -0.39 -0.09 -0.14 -0.12 -0.44

---

# 2
This record from the Open Molecules 2025 dataset describes 2 unconnected molecules or ions with the total composition C3H7O3. The level of theory is the ωB97M-V functional and the def2-TZVPD basis.

CARTESIAN COORDINATES (ANGSTROEM)
C  1.242155  -1.144699  -1.086848
C  -0.052893  -1.025609  -0.414709
O  -1.080459  -0.471456  -0.992673
O  -0.237618  -1.484559  0.684399
H  1.303011  -2.199071  -1.451204
H  1.970299  -0.905166  -0.235594
H  1.302722  -0.475925  -1.935112
C  -0.535625  1.344464  1.201112
O  -1.499048  1.691894  0.303724
H  -1.664853  0.795796  -0.263168
H  -0.448876  2.208069  1.740552
H  -0.833974  0.438188  1.847566
H  0.535157  1.228074  0.601954

Cartesian forces, eV/Å:
1.5 -0.4 0.5
-4.6 1.2 -1.0
1.4 0.1 -1.4
1.3 -1.9 2.9
0.4 0.7 0.4
-0.4 -0.6 -1.6
0.3 0.2 -0.1
1.9 -2.2 -1.3
-2.2 -1.9 -2.3
0.8 1.8 1.0
0.8 2.1 2.2
1.0 1.2 -1.0
-2.1 -0.3 1.7

Output
electronic energy	-9367.2950	eV
net charge	-1
energy above the lowest of the compared OMol25 structures with the same formula, charge and spin	1.863	eV

Results of the Löwdin charge analysis, in e, for atoms 1 through 6: -0.05 -0.84 -0.14 -0.05 0.08 0.10

---

# 3
This record from the Open Molecules 2025 dataset describes C8H10 in the gas phase. The level of theory is the ωB97M-V functional and the def2-TZVPD basis.

CARTESIAN COORDINATES (ANGSTROEM)
C  0.849974  -0.343433  0.223757
C  2.073272  -0.128404  -0.402065
C  2.120151  0.126670  1.014549
C  0.078506  -1.612072  0.383522
C  -0.886598  -0.294081  -1.493692
C  -1.166168  -0.929040  -0.168170
C  -0.385421  0.391343  -0.271928
C  -0.793052  1.803043  -0.043246
H  2.420505  -0.652081  1.713195
H  2.368790  1.202305  1.389347
H  0.283495  -2.634923  0.073469
H  -0.242520  -1.864040  1.438186
H  -0.208062  -0.732272  -2.148660
H  -1.813388  0.175914  -1.971367
H  -2.108857  -1.101390  0.130970
H  -0.957073  1.989012  0.998280
H  -1.658063  2.152881  -0.546706
H  0.024516  2.450562  -0.319440

Cartesian forces, eV/Å:
-0.1 0.8 1.5
2.5 0.5 -2.4
-1.0 1.2 1.5
-2.5 -1.8 2.7
-2.1 0.7 0.0
3.1 1.0 -1.6
-1.3 -0.1 -0.7
1.2 0.0 1.2
0.0 0.1 -0.1
-0.4 -2.0 -0.9
0.9 0.3 -1.0
0.9 0.8 -0.5
1.0 -0.8 -1.2
1.6 -0.6 0.7
-3.1 -0.6 1.2
-0.1 0.2 0.9
-0.8 -0.2 -0.8
0.3 0.4 -0.3

Output
electronic energy	-8451.0534	eV
energy above the lowest of the compared OMol25 structures with the same formula, charge and spin	7.216	eV

Results of the Löwdin charge analysis, in e, for atoms 1 through 6: -0.43 0.13 -0.09 -0.07 -0.05 -0.16

---

# 4
This record from the Open Molecules 2025 dataset describes a molecular structure, C26H57BF4I2N4O8P. The level of theory is the ωB97M-V functional and the def2-TZVPD basis.

CARTESIAN COORDINATES (ANGSTROEM)
C  2.237524  4.403918  2.821012
C  3.026156  3.711493  1.725043
C  2.617940  2.268061  1.444742
C  1.140810  2.155563  1.131372
O  0.917470  0.788536  0.714269
N  -0.289084  0.483941  -0.058177
B  -1.503277  1.504817  0.310586
O  -1.873133  1.605892  1.591795
O  -1.958041  2.276880  -0.677944
C  -2.584825  3.528824  -0.380086
C  -0.645806  -0.990839  0.366774
I  -2.799098  -1.027240  -0.065917
C  -0.507028  -1.483443  1.841690
C  -1.092131  -1.099002  3.231345
C  -0.360529  0.022219  3.983653
C  -2.600594  -1.072029  3.459997
C  0.273909  -1.912890  -0.563907
C  1.205295  -2.842426  0.280885
C  2.247508  -3.712182  -0.391079
F  1.629501  -4.780825  -1.051393
C  -0.605059  -2.957194  -1.336957
N  -1.341133  -3.830853  -0.437103
C  -2.511943  -4.441648  -1.072167
C  1.036972  -0.924149  -1.562104
P  2.978909  -0.278343  -1.100560
N  3.431291  -0.730391  0.466810
O  3.866027  -1.403779  -1.872782
C  1.225728  -1.529007  -2.984909
F  1.918181  -0.647834  -3.757338
F  0.126863  -1.887070  -3.628738
F  1.960874  -2.646956  -2.909239
C  0.179860  0.421143  -1.555518
C  -1.036085  0.315045  -2.522292
N  -0.647228  0.545925  -3.898106
C  1.002964  1.695007  -1.920202
C  0.373678  3.096738  -2.063686
C  -0.505092  3.487137  -3.232929
I  2.116115  4.428677  -2.158528
H  1.197334  4.558618  2.529060
H  2.247855  3.834637  3.750998
H  2.645873  5.393212  3.017797
H  2.895377  4.274573  0.800753
H  4.093645  3.733092  1.939664
H  2.863257  1.624357  2.291862
H  3.171804  1.926294  0.567806
H  0.867161  2.875935  0.362533
H  0.545198  2.370336  2.015207
H  -1.403373  2.156660  2.224871
H  -3.614941  3.370222  -0.071233
H  -2.559794  4.117434  -1.292195
H  -2.051067  4.060541  0.405803
H  -0.791397  -2.521935  1.682276
H  0.556446  -1.452557  2.040629
H  -0.787308  -1.995518  3.782732
H  -0.160946  -0.284520  5.010294
H  0.605675  0.240295  3.533647
H  -0.954272  0.921534  4.008669
H  -3.106512  -1.850645  2.889675
H  -2.784600  -1.295638  4.512153
H  -3.057960  -0.114826  3.240710
H  1.728679  -2.316122  1.063150
H  0.574077  -3.532636  0.833349
H  2.881219  -4.128946  0.397137
H  2.881816  -3.204854  -1.102041
H  -1.310419  -2.484715  -2.010486
H  0.067622  -3.519942  -1.975923
H  -0.740131  -4.590379  -0.150797
H  -2.266968  -5.051186  -1.943733
H  -3.018048  -5.070769  -0.342824
H  -3.200794  -3.663824  -1.394698
H  2.869937  -0.380948  1.225903
H  3.685063  -1.696617  0.609404
H  4.753874  -1.423247  -1.503899
H  -1.465566  -0.678529  -2.463036
H  -1.828577  0.968318  -2.187800
H  -1.439090  0.721404  -4.488127
H  0.111773  1.169847  -4.082519
H  1.785207  1.810296  -1.184662
H  1.553745  1.465286  -2.830949
H  -0.075247  3.446023  -1.147392
H  -1.474019  2.993338  -3.172419
H  -0.691752  4.559604  -3.190463
H  -0.043635  3.269191  -4.190871
C  0.365818  -4.973575  -6.172940
C  -0.756481  -4.720793  -5.193597
O  -0.558215  -5.481872  -3.996184
O  0.461882  -6.343614  -6.509734
H  0.191609  -4.422790  -7.097474
H  1.313247  -4.625143  -5.735351
H  -1.701562  -5.061757  -5.613722
H  -0.832920  -3.655216  -4.963247
H  0.205014  -5.116427  -3.537833
H  0.292409  -6.844082  -5.705329
C  -1.714204  3.129317  5.911271
C  -1.273610  4.538877  6.230052
O  -2.181637  5.477067  5.657440
O  -1.841513  2.959656  4.496900
H  -0.992178  2.397118  6.272527
H  -2.680999  2.925652  6.384669
H  -0.317066  4.743465  5.756830
H  -1.168107  4.679779  7.308757
H  -3.005645  5.458865  6.152412
H  -2.215552  3.791063  4.176222

Cartesian forces, eV/Å:
-0.1 0.0 0.1
-0.1 0.1 -0.2
0.0 0.1 -0.2
-0.2 0.2 0.3
-0.6 -0.4 -0.4
0.4 -0.2 0.3
0.1 -0.4 -0.1
0.2 0.1 0.5
0.4 0.3 0.0
-0.3 0.1 0.0
0.0 0.1 0.0
0.0 0.0 0.2
0.0 0.8 0.0
0.0 -0.2 0.2
-0.1 -0.2 -0.3
0.0 -0.2 0.0
-0.1 -0.3 -0.5
0.1 0.1 0.1
-0.1 0.0 0.0
0.2 -0.1 0.1
0.0 -0.1 -0.1
-0.1 0.0 0.0
0.0 0.0 0.0
0.5 0.2 0.5
-0.4 0.1 0.2
-0.1 -0.2 -0.1
0.1 -0.2 -0.1
0.5 0.6 0.7
-0.3 -0.4 0.1
-0.1 -0.1 -0.5
0.0 -0.2 -0.3
-0.2 -0.1 -0.5
0.0 -0.1 0.0
0.0 -0.4 0.0
-0.3 0.1 0.3
0.6 0.3 -0.2
-0.3 0.1 0.2
-0.1 -0.1 0.0
-0.1 0.0 0.0
0.0 0.0 0.1
0.1 0.0 0.1
0.1 0.0 -0.1
0.0 0.0 0.1
0.0 -0.1 0.0
0.1 -0.1 0.1
0.0 -0.1 -0.1
0.0 -0.1 0.2
-0.1 -0.1 0.4
0.0 0.0 0.0
0.0 0.0 0.0
0.0 0.0 0.1
0.0 0.0 0.0
0.1 -0.1 0.0
0.1 -0.2 -0.2
-0.1 0.1 0.0
0.2 0.1 -0.1
-0.1 0.4 0.0
0.0 0.0 0.0
0.0 0.1 0.0
-0.1 0.2 -0.2
0.2 0.2 -0.1
0.0 0.0 0.0
-0.1 -0.2 0.0
0.0 0.0 -0.1
-0.1 0.1 0.2
0.0 -0.1 0.0
0.1 -0.1 0.0
0.1 0.0 -0.1
-0.1 0.0 0.0
-0.1 0.0 0.0
0.1 0.2 0.1
0.0 -0.1 0.1
0.3 0.0 -0.1
0.1 -0.1 -0.1
0.1 0.3 -0.1
-0.1 0.1 -0.2
-0.1 0.2 0.0
0.0 -0.1 -0.1
0.0 0.0 0.0
-0.1 -0.1 0.0
0.0 -0.2 -0.1
0.0 0.0 0.0
0.0 0.0 -0.1
0.1 -0.1 0.0
0.0 0.0 0.1
-0.1 0.1 -0.1
-0.1 0.1 -0.1
0.0 0.0 0.0
0.0 0.1 0.0
0.0 0.0 0.0
0.0 0.0 -0.1
0.1 0.0 0.0
0.0 -0.1 0.1
-0.1 -0.1 -0.1
-0.1 0.1 0.0
0.1 -0.1 -0.1
0.1 0.1 -0.2
0.0 0.0 0.0
0.0 0.0 0.1
0.1 0.0 0.0
0.0 0.0 0.0
-0.1 0.0 0.1
-0.1 0.1 0.1

Output
electronic energy	-87256.3214	eV
net charge	+1

Results of the Löwdin charge analysis, in e, for atoms 1 through 6: -0.10 -0.25 -0.18 -0.17 -0.10 0.02

---

Question: Among the records above, which one has the highest electronic energy?
Answer: C8H10

---

Please write out number 3 again, unchanged.
This record from the Open Molecules 2025 dataset describes C8H10 in the gas phase. The level of theory is the ωB97M-V functional and the def2-TZVPD basis.

CARTESIAN COORDINATES (ANGSTROEM)
C  0.849974  -0.343433  0.223757
C  2.073272  -0.128404  -0.402065
C  2.120151  0.126670  1.014549
C  0.078506  -1.612072  0.383522
C  -0.886598  -0.294081  -1.493692
C  -1.166168  -0.929040  -0.168170
C  -0.385421  0.391343  -0.271928
C  -0.793052  1.803043  -0.043246
H  2.420505  -0.652081  1.713195
H  2.368790  1.202305  1.389347
H  0.283495  -2.634923  0.073469
H  -0.242520  -1.864040  1.438186
H  -0.208062  -0.732272  -2.148660
H  -1.813388  0.175914  -1.971367
H  -2.108857  -1.101390  0.130970
H  -0.957073  1.989012  0.998280
H  -1.658063  2.152881  -0.546706
H  0.024516  2.450562  -0.319440

Cartesian forces, eV/Å:
-0.1 0.8 1.5
2.5 0.5 -2.4
-1.0 1.2 1.5
-2.5 -1.8 2.7
-2.1 0.7 0.0
3.1 1.0 -1.6
-1.3 -0.1 -0.7
1.2 0.0 1.2
0.0 0.1 -0.1
-0.4 -2.0 -0.9
0.9 0.3 -1.0
0.9 0.8 -0.5
1.0 -0.8 -1.2
1.6 -0.6 0.7
-3.1 -0.6 1.2
-0.1 0.2 0.9
-0.8 -0.2 -0.8
0.3 0.4 -0.3

Output
electronic energy	-8451.0534	eV
energy above the lowest of the compared OMol25 structures with the same formula, charge and spin	7.216	eV

Results of the Löwdin charge analysis, in e, for atoms 1 through 6: -0.43 0.13 -0.09 -0.07 -0.05 -0.16